# 1
{
  "formula": "Cl2S2",
  "method": "the ωB97M-V functional and the def2-TZVPD basis",
  "elements": ["S", "S", "Cl", "Cl"],
  "coordinates": [[-1.31493, -0.61864, 0.46274], [2.23080, 1.03865, 0.11562], [-2.82162, 0.38804, -0.31893], [1.17732, -0.56872, -0.22074]],
  "fmax_ha_per_bohr": 0.024,
  "e_tot_ha": -1716.63105,
  "e_homo_ev": [-8.962, -8.965],
  "relative_energy_kj_mol": 340.7,
  "homo_lumo_gap_ev": [5.419, 5.422]
}


# 2
{
  "formula": "Cl3H4NaO14",
  "method": "the ωB97M-V functional and the def2-TZVPD basis",
  "elements": ["Na", "Cl", "O", "O", "O", "O", "Cl", "O", "O", "O", "O", "Cl", "O", "O", "O", "O", "O", "H", "H", "O", "H", "H"],
  "coordinates": [[-14.34713, -17.36979, 14.88386], [-12.89403, -17.12980, 17.86195], [-11.89326, -17.61107, 18.80426], [-13.51381, -15.94838, 18.39005], [-12.18162, -16.85808, 16.63009], [-13.81995, -18.21085, 17.61753], [-18.23217, -18.15797, 14.92158], [-16.96699, -17.73856, 15.47570], [-17.95709, -18.66719, 13.58819], [-18.88303, -19.20429, 15.68117], [-19.12731, -17.03388, 14.84970], [-15.40584, -13.35931, 15.48608], [-14.76335, -12.77531, 14.33227], [-16.82665, -13.26178, 15.35636], [-15.00078, -14.74663, 15.58346], [-15.01853, -12.68597, 16.70316], [-13.24354, -19.99639, 14.18337], [-13.72948, -20.64558, 14.70559], [-12.59905, -20.50822, 13.68674], [-15.19085, -17.89350, 12.62327], [-14.88052, -17.44749, 11.82904], [-16.14166, -18.04144, 12.48390]],
  "fmax_ha_per_bohr": 0.044,
  "e_tot_ha": -2598.02772,
  "e_homo_ev": -3.477,
  "total_charge": -2,
  "relative_energy_kj_mol": 0.0,
  "homo_lumo_gap_ev": 7.030
}


# 3
{
  "formula": "Cl4Cs2O16",
  "method": "the ωB97M-V functional and the def2-TZVPD basis",
  "elements": ["Cs", "Cs", "Cl", "O", "O", "O", "O", "Cl", "O", "O", "O", "O", "Cl", "O", "O", "O", "O", "Cl", "O", "O", "O", "O"],
  "coordinates": [[-1.42278, -1.89038, 2.83529], [2.28634, -0.58173, -1.59253], [-0.84536, -0.18924, -4.04311], [-2.14350, -0.00743, -3.45761], [-0.30722, -1.48063, -3.49355], [-0.98792, -0.34352, -5.46673], [0.05087, 0.90589, -3.86281], [6.75533, 0.42852, 0.13501], [6.53341, 0.88941, 1.48046], [7.14453, -0.92053, 0.06669], [5.47963, 0.61757, -0.43721], [7.78354, 1.32772, -0.43649], [0.06697, 1.28802, 1.39886], [0.72895, 2.41399, 1.91496], [-1.13995, 1.22592, 2.23519], [-0.43156, 1.53486, 0.02393], [1.00889, 0.22974, 1.38261], [-6.12247, -1.05807, 2.24746], [-7.26429, -1.39120, 3.02934], [-4.95038, -1.63247, 2.89507], [-6.24041, -1.65727, 0.95988], [-5.98266, 0.29085, 2.18539]],
  "fmax_ha_per_bohr": 0.122,
  "e_tot_ha": -3084.01703,
  "e_homo_ev": -4.716,
  "total_charge": -2,
  "homo_lumo_gap_ev": 7.179
}


# 4
{
  "formula": "Cl4I2MnO16",
  "method": "the ωB97M-V functional and the def2-TZVPD basis",
  "elements": ["Mn", "I", "I", "Cl", "O", "O", "O", "O", "Cl", "O", "O", "O", "O", "Cl", "O", "O", "O", "O", "Cl", "O", "O", "O", "O"],
  "coordinates": [[-0.55137, -0.11571, 1.58102], [-3.13287, 1.33573, 2.05222], [-0.14512, -1.64714, 3.77012], [1.21274, 3.17192, 1.71882], [1.71084, 3.73890, 2.84977], [0.66053, 1.79069, 2.07560], [0.45372, 4.14973, 1.09326], [2.42445, 3.08013, 0.79141], [2.31984, -0.60486, -0.66479], [3.40821, -0.87522, 0.18217], [2.42089, 0.75827, -1.16346], [2.73224, -1.22829, -1.96859], [1.07914, -1.00709, -0.01479], [-1.76616, -3.54847, -0.10286], [-1.62716, -3.89541, -1.54402], [-0.48333, -3.82171, 0.44558], [-1.99323, -2.21101, 0.14509], [-2.70600, -4.52546, 0.41647], [-1.19498, 1.11865, -2.36085], [-0.71953, -0.12247, -2.87735], [-0.45852, 2.29911, -2.47585], [-2.46820, 1.22699, -2.93018], [-1.17606, 0.93261, -1.01876]],
  "fmax_ha_per_bohr": 0.164,
  "e_tot_ha": -4789.80159,
  "e_homo_ev": [2.100, 2.088],
  "spin_multiplicity": 6,
  "total_charge": -4,
  "relative_energy_kj_mol": 340.8,
  "homo_lumo_gap_ev": [5.689, 5.689]
}


# 5
{
  "formula": "Cl4MnO16",
  "method": "the ωB97M-V functional and the def2-TZVPD basis",
  "elements": ["Mn", "Cl", "O", "O", "O", "O", "Cl", "O", "O", "O", "O", "Cl", "O", "O", "O", "O", "Cl", "O", "O", "O", "O"],
  "coordinates": [[10.63553, 11.25657, -24.17056], [6.72400, 10.82200, -24.07840], [6.11286, 10.61790, -22.89353], [7.99041, 11.35426, -23.89342], [6.60907, 9.70641, -24.92352], [5.97414, 11.88567, -24.63616], [14.16217, 11.82033, -23.74436], [14.63351, 13.11441, -24.16355], [14.17418, 11.89210, -22.34800], [12.80455, 11.55869, -24.16797], [15.11465, 10.87791, -24.14997], [11.98098, 8.36637, -26.16425], [12.74458, 9.27883, -26.96238], [12.69049, 7.99803, -25.01964], [10.71240, 8.95898, -25.60561], [11.75788, 7.17751, -27.05259], [9.35372, 14.13308, -22.04359], [8.73316, 14.86392, -23.06854], [10.13631, 14.94731, -21.21068], [8.20443, 13.76379, -21.27929], [10.19827, 13.14666, -22.66740]],
  "fmax_ha_per_bohr": 0.145,
  "e_tot_ha": -4194.59562,
  "e_homo_ev": [-4.383, -4.381],
  "spin_multiplicity": 6,
  "total_charge": -2,
  "homo_lumo_gap_ev": [7.641, 6.930]
}


# 6
{
  "formula": "Cl4N4",
  "method": "the ωB97M-V functional and the def2-TZVPD basis",
  "elements": ["N", "N", "N", "N", "Cl", "Cl", "Cl", "Cl"],
  "coordinates": [[-1.48024, -0.53851, 0.03020], [-1.58727, -0.88010, 1.16967], [-0.72826, 0.06446, -0.72833], [1.41720, 0.56753, -0.72472], [-0.33129, -0.53740, 2.31493], [-0.81705, -0.08769, -2.43616], [1.30807, 1.96982, 0.10963], [2.21885, -0.55810, 0.26477]],
  "fmax_ha_per_bohr": 0.040,
  "e_tot_ha": -2059.48995,
  "e_homo_ev": [-9.758, -9.741],
  "relative_energy_kj_mol": 232.0,
  "homo_lumo_gap_ev": [8.237, 7.161]
}


# 7
{
  "formula": "ClCuFHfI7",
  "method": "the ωB97M-V functional and the def2-TZVPD basis",
  "elements": ["Hf", "Cu", "I", "I", "I", "I", "I", "I", "I", "Cl", "F"],
  "coordinates": [[0.29904, 2.18852, 0.26676], [-0.35040, -2.17394, -0.94031], [2.41138, -2.55408, 2.86449], [1.61881, -3.91905, -1.31707], [-2.13103, -1.09334, -3.17639], [3.60083, 2.32485, 0.46943], [-2.83431, -1.98329, 1.26494], [0.19609, 2.86167, -2.64315], [-3.15738, 2.64259, 0.22082], [0.17696, 1.74425, 3.15900], [0.17006, -0.03814, -0.16853]],
  "fmax_ha_per_bohr": 0.111,
  "e_tot_ha": -4332.64655,
  "e_homo_ev": [0.928, 0.932],
  "spin_multiplicity": 2,
  "total_charge": -3,
  "homo_lumo_gap_ev": [4.252, 3.031]
}


# 8
{
  "formula": "ClFH2NP",
  "method": "the ωB97M-V functional and the def2-TZVPD basis",
  "elements": ["N", "F", "P", "Cl", "H", "H"],
  "coordinates": [[-0.30703, -0.34329, 0.11275], [-2.15770, -1.59948, -0.51343], [-1.83203, -0.59444, 0.70055], [-2.84260, 1.03079, -0.18484], [0.16784, 0.41293, 0.43200], [-0.36767, -0.21584, -0.90819]],
  "fmax_ha_per_bohr": 0.071,
  "e_tot_ha": -957.43628,
  "e_homo_ev": -10.493,
  "smiles": "NP(F)Cl",
  "relative_energy_kj_mol": 0.0,
  "homo_lumo_gap_ev": 11.385
}


# 9
{
  "formula": "ClFH2Si",
  "method": "the ωB97M-V functional and the def2-TZVPD basis",
  "elements": ["F", "Si", "Cl", "H", "H"],
  "coordinates": [[1.42539, 0.92246, -0.37669], [0.34437, -0.25452, -0.34059], [-2.04219, 0.74314, 1.85445], [1.04105, -1.44521, 0.06366], [-0.76862, 0.03413, -1.20083]],
  "fmax_ha_per_bohr": 0.057,
  "e_tot_ha": -850.70640,
  "e_homo_ev": -9.212,
  "relative_energy_kj_mol": 376.2,
  "homo_lumo_gap_ev": 6.872
}


# 10
{
  "formula": "ClFHOPS",
  "method": "the ωB97M-V functional and the def2-TZVPD basis",
  "elements": ["O", "F", "P", "S", "Cl", "H"],
  "coordinates": [[-0.98421, 0.04505, -0.79824], [0.01547, 1.65464, 0.66236], [0.25933, 0.15038, 0.17719], [1.99122, -0.30490, -0.53890], [-0.45352, -0.92773, 1.97324], [-0.82829, -0.61744, -1.47566]],
  "fmax_ha_per_bohr": 0.051,
  "e_tot_ha": -1375.54378,
  "e_homo_ev": -10.283,
  "smiles": "O[P@](F)(=S)Cl",
  "relative_energy_kj_mol": 20.2,
  "homo_lumo_gap_ev": 9.964
}


# 11
{
  "formula": "ClFIPS",
  "method": "the ωB97M-V functional and the def2-TZVPD basis",
  "elements": ["F", "P", "S", "Cl", "I"],
  "coordinates": [[0.23013, -1.95881, 0.47186], [0.47275, -0.80212, -0.64382], [-1.04762, 0.51046, 0.50054], [-2.27741, 1.91017, -0.29612], [2.62214, 0.34031, -0.03246]],
  "fmax_ha_per_bohr": 0.026,
  "e_tot_ha": -1597.31494,
  "e_homo_ev": -9.353,
  "smiles": "FP(I)SCl",
  "relative_energy_kj_mol": 177.0,
  "homo_lumo_gap_ev": 8.126
}


# 12
{
  "formula": "ClFN2O2",
  "method": "the ωB97M-V functional and the def2-TZVPD basis",
  "elements": ["N", "N", "O", "O", "F", "Cl"],
  "coordinates": [[0.44793, -1.06842, 0.41048], [-0.98194, 0.84021, -0.03212], [1.12010, -1.00671, -0.53847], [0.50318, -1.57662, 1.46099], [-0.30109, 1.84823, 0.49780], [-0.78817, 0.96331, -1.79867]],
  "fmax_ha_per_bohr": 0.035,
  "e_tot_ha": -819.78203,
  "e_homo_ev": [-10.174, -10.731],
  "relative_energy_kj_mol": 60.9,
  "homo_lumo_gap_ev": [8.839, 9.427]
}